# 1
One molecule with the formula C3H3N3O2 in a non-equilibrium geometry. Source: OMol25; level of theory: the ωB97M-V functional and the def2-TZVPD basis.

```
11
Properties=species:S:1:pos:R:3:lowdin_charge:R:1
O -3.35476 0.32807 0.00660 0.129
C -2.18311 0.37576 0.19951 -0.334
O -1.39472 -0.57621 -0.26861 0.089
C -0.06138 -0.48004 -0.18910 -0.339
C 0.65668 0.71353 -0.38243 -0.106
N 1.93666 0.47692 -0.21742 0.070
N 1.96827 -0.84294 0.09350 -0.077
N 0.79759 -1.45876 0.15545 0.142
H -1.52582 1.05751 0.72430 0.138
H 0.44154 1.75858 -0.66532 0.130
H 2.71905 -1.35243 0.54353 0.158
```

Values from the calculation:
DFT total energy (Eh): -430.8190
Relative energy (zero: lowest compared OMol25 entry of this formula, charge and spin) (kcal per mole): 64.0
Structure (SMILES): O=COc1cn[nH]n1
Kohn-Sham gap (Eh): 0.4082
HOMO energy (eV): -10.21

# 2
A 2-piece molecular cluster, C3H3N3O2 overall in a non-equilibrium geometry. Source: OMol25; level of theory: the ωB97M-V functional and the def2-TZVPD basis.

```
11
Properties=species:S:1:pos:R:3:lowdin_charge:R:1
C -0.09183 0.42981 -0.10067 -0.473
C -0.31162 -0.95790 -1.66489 -0.001
C 0.16387 -0.98385 0.48257 -0.360
H -0.46234 3.28270 1.41116 0.317
H -0.37248 -1.23824 -2.68659 0.124
H 0.61916 -2.22103 1.89870 0.129
N 0.17601 1.43407 0.70020 -0.018
N 0.01442 -1.83581 -0.72228 0.149
N 0.44691 -1.14779 1.66780 0.165
O 0.21594 2.77853 0.26377 -0.175
O -0.39803 0.45951 -1.24977 0.143
```

Values from the calculation:
DFT total energy (Eh): -430.6351
Relative energy (zero: lowest compared OMol25 entry of this formula, charge and spin) (kcal per mole): 179.4
Kohn-Sham gap (Eh): 0.3094
HOMO energy (eV): -8.96